1.
Formula: C3H8N2S
Source: OMol25
Level of theory: ωB97M-V with the def2-TZVPD basis set

```
14
Properties=species:S:1:pos:R:3:forces:R:3:mulliken_charge:R:1
H 0.7168 2.1676 -2.4901 -1.33 -0.63 2.21 0.25
N 0.1555 1.9498 -1.5765 1.53 -2.36 -0.62 -0.64
C 0.2445 0.6519 -1.3554 -2.20 0.47 -0.80 0.09
N -0.4839 -0.0543 -0.2800 0.07 3.48 -0.79 -0.08
C -1.3411 0.7708 0.6924 -1.57 -0.09 -2.25 -0.81
S -0.5840 -1.7194 -0.0526 3.35 1.17 1.14 -0.07
C 1.0999 -1.6549 1.0005 0.83 -2.47 -0.57 -0.74
H 0.6227 -0.0066 -2.1985 -0.10 0.19 1.61 0.32
H -1.3413 0.3686 1.6769 0.66 -0.56 0.77 0.32
H -2.4194 0.5467 0.3381 1.48 0.94 0.52 0.27
H -1.1536 1.8839 0.7627 0.11 -1.45 -0.69 0.30
H 1.0063 -1.2667 2.0468 -0.48 -0.95 -0.77 0.26
H 1.7818 -0.9225 0.5468 -0.61 -0.24 -0.51 0.23
H 1.6958 -2.7151 0.8890 -1.74 2.51 0.73 0.30
```
Positions in Å, forces in eV/Å.

Values from the calculation:
frontier orbital gap = 9.532 eV
relative energy (zero: lowest compared OMol25 entry of this formula, charge and spin) = 69.2 kcal/mol
HOMO level = -8.74 eV
E_LUMO = 0.79 eV
SMILES = [H]/N=C/N(C)SC
charge = 0

2.
Formula: C5H11N2
Source: OMol25
Level of theory: ωB97M-V with the def2-TZVPD basis set

```
18
Properties=species:S:1:pos:R:3:forces:R:3:mulliken_charge:R:1
C -2.0331 -1.2727 0.2961 1.16 2.03 1.41 -0.64
C -1.8084 -0.6142 -0.8152 3.02 2.12 -0.40 -0.15
C -0.4519 0.6229 -0.7650 -3.52 -0.66 -1.56 -0.20
N -1.0181 1.9576 0.1124 -1.34 -1.99 -1.48 -0.34
N 0.6261 0.2704 -0.0213 1.78 -0.59 0.52 -0.39
C 1.5832 -0.5499 -0.2610 -0.33 0.42 0.28 0.04
C 2.7700 -0.6746 0.6761 -2.80 -2.43 1.24 -0.96
H -2.8228 -1.8814 0.5745 -1.45 -1.68 -0.52 0.36
H -1.5039 -0.9933 1.2179 0.20 0.02 -0.45 0.22
H -2.1694 -0.8347 -1.8205 -0.14 0.42 0.36 0.36
H -0.3356 1.1166 -1.7580 0.23 -0.86 0.57 0.45
H -0.6668 2.8825 -0.0441 0.64 0.43 -0.32 0.31
H -0.7220 1.5572 0.9458 1.13 -0.07 2.51 0.34
H -2.0232 1.9729 0.2062 -0.57 0.16 -0.53 0.34
H 1.6148 -1.1837 -1.1574 -0.15 0.20 0.02 0.39
H 2.7750 -1.8540 1.0212 0.13 3.00 -0.63 0.27
H 3.6171 -0.5460 0.0455 1.10 0.41 0.04 0.33
H 2.5691 0.0246 1.5469 0.93 -0.94 -1.08 0.26
```
Positions in Å, forces in eV/Å.

Values from the calculation:
frontier orbital gap = 10.760 eV
relative energy (zero: lowest compared OMol25 entry of this formula, charge and spin) = 74.4 kcal/mol
HOMO level = -13.96 eV
E_LUMO = -3.20 eV
SMILES = C=C[C@@H]([NH3+])/N=C/C
charge = +1

3.
Formula: C4H3NO2S
Source: OMol25
Level of theory: ωB97M-V with the def2-TZVPD basis set

```
11
Properties=species:S:1:pos:R:3:forces:R:3:mulliken_charge:R:1
C 1.9866 -0.1622 0.2801 1.08 0.38 0.15 0.22
C 2.0772 1.1933 0.4723 -0.45 0.95 0.85 -0.47
C 0.8567 -0.8731 0.1784 1.34 -1.03 -0.17 0.48
C -0.0827 1.2044 -0.1307 0.80 0.95 -0.85 -0.18
N -0.3317 -0.1027 0.1084 1.08 0.36 -0.22 0.01
O 0.7357 -2.2099 -0.0248 -1.95 0.34 -0.83 -0.52
O -1.0636 2.0991 -0.0139 -0.02 -0.71 1.02 -0.41
S 3.6280 0.5031 -0.2245 -1.48 -1.05 -0.02 -0.16
H -1.1882 -0.5989 -0.0219 -0.87 -0.16 0.33 0.27
H 1.3396 -2.8691 0.3199 0.63 0.85 0.42 0.35
H -0.6586 2.9820 0.1421 -0.15 -0.89 -0.68 0.42
```
Positions in Å, forces in eV/Å.

Values from the calculation:
frontier orbital gap = 7.416 eV
relative energy (zero: lowest compared OMol25 entry of this formula, charge and spin) = 160.5 kcal/mol
HOMO level = -7.52 eV
E_LUMO = -0.10 eV
charge = 0

4.
Formula: C45H52F3N6O3SV
Source: OMol25
Level of theory: ωB97M-V with the def2-TZVPD basis set

```
111
Properties=species:S:1:pos:R:3:forces:R:3:mulliken_charge:R:1
V 0.2924 -0.8550 0.2355 -0.27 -0.23 0.09 2.01
N -0.9634 1.7048 1.7345 0.31 0.03 -0.13 0.00
C -2.3248 1.6190 1.8522 -0.01 -0.11 -0.05 0.06
C -3.0115 2.1873 2.8951 0.14 0.11 0.22 -0.33
C -4.4075 2.2136 2.9190 -0.25 0.02 0.15 -0.86
C -5.1542 1.7177 1.8941 -0.17 0.00 -0.43 -1.02
C -4.5022 1.0950 0.8004 0.28 0.02 0.00 0.70
C -5.1623 0.5995 -0.3527 -0.10 -0.02 0.29 -1.30
C -4.4458 -0.0212 -1.3310 0.35 -0.07 -0.26 -1.78
C -3.0454 -0.1807 -1.1646 -0.39 0.24 0.29 -0.51
N -2.4028 0.2658 -0.1173 0.04 0.13 0.05 1.56
C -3.0925 0.9665 0.8259 0.26 0.00 -0.12 0.79
H -0.5341 1.6193 0.8287 -0.04 -0.29 -0.04 -0.76
H -0.3238 1.6052 2.5060 -0.25 0.00 0.06 0.15
H -2.4825 2.6741 3.7021 0.21 -0.02 -0.01 0.46
H -4.8969 2.6902 3.7586 -0.05 0.01 0.03 0.38
H -6.2284 1.8391 1.8782 -0.09 -0.09 0.01 0.40
H -6.2381 0.7259 -0.4311 0.04 -0.06 -0.02 0.40
H -4.9093 -0.4109 -2.2322 -0.03 0.08 0.11 0.57
H -2.4488 -0.6749 -1.9181 -0.02 -0.12 -0.06 0.71
C -2.8407 -3.3781 -0.3574 -0.08 0.22 -0.32 -0.77
C -2.0212 -3.2804 -1.6201 -0.42 -0.23 0.04 0.78
C -2.5135 -3.9062 -2.7947 -0.09 0.04 0.11 -1.09
C -1.8121 -3.8358 -3.9558 0.17 0.13 -0.02 -1.24
C -0.5549 -3.1897 -3.9711 0.09 0.07 0.24 1.21
C 0.2289 -3.0820 -5.1535 -0.15 -0.09 0.22 -0.83
C 1.4457 -2.4649 -5.0878 0.06 0.09 0.38 -0.77
C 1.9399 -1.9994 -3.8517 -0.15 -0.02 -0.69 -0.55
C 1.2320 -2.0976 -2.6735 -0.10 -0.21 0.10 0.83
S 2.0309 -1.6526 -1.2043 -0.09 -0.04 0.07 -0.87
C -0.1011 -2.6546 -2.7288 0.29 0.21 -0.62 -0.92
N -0.8796 -2.6453 -1.6087 0.57 0.21 0.15 0.44
H -3.8683 -3.6748 -0.5844 0.11 -0.03 0.01 0.51
H -2.8692 -2.4295 0.1716 0.02 0.01 -0.05 -0.19
H -2.3997 -4.1069 0.3150 0.06 -0.12 -0.01 0.33
H -3.4724 -4.3966 -2.7447 -0.12 -0.13 -0.05 0.48
H -2.1927 -4.2682 -4.8729 -0.05 -0.04 -0.04 0.38
H -0.1440 -3.5187 -6.0719 -0.05 0.06 -0.04 0.36
H 2.0718 -2.3375 -5.9626 -0.08 -0.10 -0.09 0.36
H 2.9176 -1.5394 -3.8367 0.08 -0.01 0.15 0.48
C -0.4944 0.6767 -4.4884 -0.56 -0.01 0.59 -1.10
N -1.2455 1.8440 -4.0319 -0.08 0.15 0.26 0.53
C -1.6312 2.7975 -5.0502 -0.04 0.03 0.08 -0.66
C -2.7558 3.6869 -4.5324 0.30 0.09 -0.18 -0.78
C -2.3208 4.3477 -3.2344 -0.10 -0.34 -0.13 -0.66
N -1.8591 3.3413 -2.2927 0.13 0.07 -0.33 0.60
C -1.7724 3.7730 -0.9119 -0.22 -0.04 0.11 -0.86
C -1.2286 2.1735 -2.6831 0.01 0.04 -0.44 -0.93
O -0.7036 1.4315 -1.8723 0.04 -0.06 0.12 0.35
H -1.1276 0.0529 -5.1289 0.08 0.12 -0.03 0.48
H -0.2113 0.0868 -3.6159 0.10 0.10 -0.18 -0.16
H 0.3938 0.9758 -5.0320 0.30 0.04 -0.16 0.43
H -1.9548 2.2251 -5.9253 -0.03 0.11 0.02 0.36
H -0.7614 3.4026 -5.3644 -0.17 -0.03 0.04 0.29
H -3.6477 3.0856 -4.3715 -0.08 -0.12 0.12 0.30
H -3.0045 4.4454 -5.2758 0.03 0.05 -0.01 0.38
H -3.1574 4.8798 -2.7771 -0.04 -0.02 0.02 0.36
H -1.5431 5.0975 -3.4356 0.08 -0.05 0.04 0.31
H -2.7701 3.8449 -0.4592 0.09 -0.04 -0.09 0.42
H -1.2931 4.7487 -0.8240 0.08 0.13 -0.16 0.46
H -1.1874 3.0712 -0.3393 0.05 -0.10 -0.01 0.03
F -3.3678 -3.5178 2.6241 -0.21 -0.32 0.38 -0.29
C -2.0770 -3.3388 2.9404 0.54 -0.19 0.12 0.76
F -1.3828 -4.4038 2.4748 -0.52 0.01 0.48 -0.24
F -1.9378 -3.3105 4.2836 -0.38 -0.41 -0.20 -0.28
C -1.5714 -2.0269 2.3528 0.55 -0.34 -0.52 0.45
O -2.0594 -1.0093 2.8042 -0.05 0.33 0.02 -0.64
O -0.6920 -2.2341 1.4618 0.00 0.86 -0.05 -0.68
C 5.6734 3.2247 0.9555 0.27 -0.29 0.05 -1.68
C 4.3737 2.6511 0.4623 0.01 -0.06 -0.04 0.38
C 3.7792 3.1316 -0.6876 -0.51 -0.06 -0.18 -1.23
C 2.5526 2.5890 -1.0990 0.36 -0.08 0.55 0.24
C 1.8790 3.1281 -2.3345 -0.20 0.01 -0.04 -0.70
C 1.9873 1.5728 -0.3407 -0.21 0.34 -0.46 0.35
C 2.5806 1.0054 0.8222 -0.35 -0.39 0.09 0.50
C 3.8104 1.6076 1.1790 -0.15 0.18 -0.13 -1.22
N 1.8884 -0.0272 1.4109 0.32 0.30 -0.01 1.79
C 2.3364 -0.8298 2.5736 -0.09 0.11 0.03 1.82
C 1.2697 -0.6554 3.6855 -0.03 0.17 -0.28 -0.34
C 1.5014 -1.6076 4.8464 0.22 -0.27 0.15 0.47
C 1.5266 -3.0612 4.3484 0.30 0.02 0.27 -0.97
C 2.6632 -3.2444 3.3392 -0.01 -0.06 -0.40 0.28
C 4.0157 -2.9012 3.9724 -0.05 -0.36 0.07 -1.65
C 3.9676 -1.4463 4.4336 -0.22 0.06 0.15 0.34
C 2.8530 -1.2708 5.4873 0.05 -0.08 -0.35 -1.77
C 3.6950 -0.5182 3.2417 -0.12 -0.13 -0.12 -2.91
C 2.4117 -2.3147 2.1442 -0.24 0.16 0.28 -1.37
H 5.9981 4.0725 0.3569 0.03 0.06 -0.06 0.38
H 6.4553 2.4556 0.9264 -0.01 0.15 -0.06 0.31
H 5.6030 3.5416 1.9964 -0.08 0.09 0.04 0.33
H 4.2336 3.9179 -1.2669 0.16 0.24 -0.09 0.29
H 2.5388 3.7902 -2.9052 -0.01 -0.08 0.16 0.40
H 0.9681 3.6886 -2.0838 0.16 -0.03 0.00 0.02
H 1.5686 2.3116 -2.9834 -0.02 -0.08 -0.11 -0.07
H 1.0427 1.1848 -0.7233 0.14 0.02 0.15 -0.81
H 4.3767 1.2911 2.0193 0.14 -0.17 0.40 0.74
H 0.2693 -0.7767 3.2679 0.13 -0.08 -0.02 -0.84
H 1.3100 0.3849 4.0538 0.11 -0.13 -0.12 0.32
H 0.6969 -1.4953 5.5761 -0.03 0.03 0.10 0.47
H 0.5737 -3.3023 3.8874 -0.09 -0.10 -0.12 -0.13
H 1.6653 -3.7561 5.1929 -0.05 0.18 -0.08 0.63
H 2.6721 -4.2806 2.9741 -0.01 0.09 0.09 0.42
H 4.8347 -3.0576 3.2452 -0.31 0.13 0.18 0.53
H 4.2175 -3.5786 4.8243 -0.05 0.26 -0.18 0.56
H 4.9348 -1.1878 4.8728 0.03 0.14 0.05 0.25
H 2.8290 -0.2407 5.8649 0.11 -0.09 -0.02 0.56
H 3.0438 -1.9427 6.3213 0.05 -0.07 0.28 0.61
H 4.5033 -0.6082 2.5201 0.10 -0.14 -0.13 0.67
H 3.6925 0.5032 3.5935 -0.01 0.36 0.24 0.66
H 1.4772 -2.5838 1.6610 -0.05 -0.19 0.07 -0.10
H 3.1787 -2.4339 1.3829 0.27 0.07 -0.07 0.70
```
Positions in Å, forces in eV/Å.

Values from the calculation:
multiplicity = 4
frontier orbital gap (spin up / spin down) = 5.550 / 5.876 eV
relative energy (zero: lowest compared OMol25 entry of this formula, charge and spin) = 2.4 kcal/mol
HOMO level (spin up / spin down) = -3.27 / -3.60 eV
E_LUMO (spin up / spin down) = 2.28 / 2.28 eV
charge = -1

5.
Formula: C2F2O
Source: OMol25
Level of theory: ωB97M-V with the def2-TZVPD basis set

```
5
Properties=species:S:1:pos:R:3:forces:R:3:mulliken_charge:R:1
C -1.7646 -0.2926 -0.9799 0.11 0.57 -3.07 0.11
C 0.7541 0.4903 0.0779 1.48 0.79 0.37 0.14
O -1.8776 -0.5191 0.0916 -0.67 -0.80 2.98 -0.07
F 1.7970 1.2108 0.4842 -0.79 -0.44 -0.24 -0.09
F 1.3009 -0.5638 -0.4409 -0.12 -0.12 -0.04 -0.09
```
Positions in Å, forces in eV/Å.

Values from the calculation:
frontier orbital gap = 11.241 eV
relative energy (zero: lowest compared OMol25 entry of this formula, charge and spin) = 0.0 kcal/mol
HOMO level = -11.40 eV
E_LUMO = -0.15 eV
charge = 0

6.
Formula: C3H3AlCl2NO3Rh
Source: OMol25
Level of theory: ωB97M-V with the def2-TZVPD basis set

```
14
Properties=species:S:1:pos:R:3:forces:R:3:mulliken_charge:R:1
Al -0.0709 0.0087 -1.5281 -0.41 -2.85 -2.66 0.97
Rh 0.2448 0.1895 0.9912 -2.62 -4.82 0.85 0.30
Cl -1.0521 -1.5673 -0.0682 0.50 1.51 -0.98 0.12
Cl -0.9019 1.9605 -1.0994 -1.03 1.13 0.23 0.42
C 1.2159 1.5523 1.6414 6.92 9.38 4.03 0.60
C 0.3223 -1.7598 -2.8280 1.20 -4.20 -2.69 0.36
C 0.4598 0.9616 -3.3920 1.54 3.90 -4.15 0.36
O 1.8532 2.4245 2.0838 -3.50 -4.76 -2.26 0.06
O 0.5544 -2.6713 -3.4901 -1.13 4.21 3.01 0.08
O 0.7182 1.6369 -4.2881 -1.21 -3.37 4.01 0.12
N -0.7027 -0.5844 2.7792 -0.23 0.16 -0.15 -0.65
H -0.4613 -1.5619 2.9201 0.20 -0.62 0.13 0.43
H -1.7103 -0.5182 2.6544 -0.58 -0.07 0.04 0.44
H -0.4695 -0.0713 3.6237 0.35 0.40 0.57 0.37
```
Positions in Å, forces in eV/Å.

Values from the calculation:
multiplicity = 5
frontier orbital gap (spin up / spin down) = 8.810 / 5.186 eV
relative energy (zero: lowest compared OMol25 entry of this formula, charge and spin) = 57.5 kcal/mol
HOMO level (spin up / spin down) = -27.94 / -28.91 eV
E_LUMO (spin up / spin down) = -19.13 / -23.72 eV
charge = +4